# 1
Here is C29H48BFeIN3O2P2 as an isolated structure from OMol25. Energies are from wB97M-V/def2-TZVPD.

XYZ file:
```
87
C29H48BFeIN3O2P2 wB97M-V/def2-TZVPD
Fe -0.64 -0.40 -0.07
C 2.86 -0.99 1.50
C 2.18 -2.35 1.73
C 1.54 -2.36 3.12
C 3.24 -3.46 1.67
P 0.87 -2.50 0.37
C 1.90 -2.45 -1.16
N 1.96 -1.07 -1.53
B 1.09 -0.06 -1.06
N 1.51 1.15 -1.62
C 0.90 2.43 -1.48
P -0.55 2.27 -0.34
C 0.03 3.22 1.17
C 1.26 2.48 1.67
C 0.36 4.68 0.82
C -1.05 3.20 2.26
C -1.89 3.12 -1.33
C -1.43 4.41 -2.03
C -3.08 3.46 -0.42
C -2.30 2.08 -2.38
C 2.64 0.89 -2.43
C 3.42 1.75 -3.19
C 4.49 1.20 -3.88
C 4.76 -0.17 -3.82
C 3.97 -1.03 -3.06
C 2.91 -0.48 -2.37
C -0.02 -4.14 0.23
C -1.06 -4.23 1.36
C 0.97 -5.31 0.32
C -0.74 -4.16 -1.14
H 3.48 -0.77 2.37
H 2.13 -0.19 1.40
H 3.50 -0.99 0.62
H 2.33 -2.30 3.87
H 0.96 -3.26 3.31
H 0.89 -1.49 3.27
H 4.08 -3.14 2.29
H 3.62 -3.66 0.67
H 2.88 -4.40 2.10
H 1.44 -3.06 -1.93
H 2.90 -2.84 -0.97
H 0.55 2.78 -2.45
H 1.61 3.16 -1.10
H 2.09 2.49 0.96
H 1.02 1.44 1.91
H 1.62 2.95 2.59
H 0.98 4.78 -0.07
H 0.91 5.11 1.65
H -0.54 5.27 0.68
H -1.29 2.19 2.57
H -1.97 3.70 1.95
H -0.67 3.73 3.14
H -1.24 5.22 -1.33
H -2.25 4.73 -2.68
H -0.56 4.29 -2.67
H -2.88 4.35 0.18
H -3.34 2.64 0.25
H -3.95 3.69 -1.04
H -1.53 1.94 -3.14
H -3.20 2.43 -2.90
H -2.52 1.11 -1.93
H 3.21 2.81 -3.24
H 5.12 1.83 -4.48
H 5.59 -0.57 -4.38
H 4.18 -2.09 -3.03
H -0.60 -4.18 2.35
H -1.57 -5.19 1.29
H -1.81 -3.44 1.28
H 1.36 -5.44 1.32
H 1.79 -5.21 -0.39
H 0.42 -6.22 0.06
H -0.85 -3.18 -1.60
H -1.75 -4.56 -1.01
H -0.22 -4.80 -1.85
O -1.18 -0.98 -1.70
O -2.09 -1.28 -0.87
I -1.47 -0.52 2.61
C -3.49 -0.14 2.05
C -4.50 -0.47 2.93
C -5.80 -0.28 2.48
C -6.00 0.21 1.20
C -4.90 0.51 0.42
N -3.64 0.35 0.85
H -4.29 -0.86 3.92
H -6.63 -0.53 3.12
H -7.00 0.35 0.81
H -5.02 0.90 -0.59
```

Multiplicity: 2
Charge: +2
HOMO level (spin up / spin down) in eV: -13.34 / -13.41
Gap between HOMO and LUMO (spin up / spin down) in Eh: 0.1682 / 0.2190
⟨S²⟩: 1.102

***

# 2
Here is C6H7N as an isolated structure from OMol25. Energies are from wB97M-V/def2-TZVPD.

XYZ file:
```
14
C6H7N wB97M-V/def2-TZVPD
C 1.41 -0.12 -0.50
C 0.21 -0.95 -0.90
C -0.96 -0.25 -0.18
C -1.05 -0.48 1.31
N -0.64 0.65 1.75
C 1.06 1.06 0.01
C -0.41 1.11 0.34
H 0.11 -0.84 -1.98
H 2.42 -0.46 -0.70
H 0.26 -2.02 -0.68
H -1.91 -0.26 -0.72
H -1.32 -1.35 1.91
H 1.75 1.87 0.23
H -0.93 2.04 0.11
```

Multiplicity: 1
HOMO level in eV: -9.26
Gap between HOMO and LUMO in Eh: 0.3780
Energy above the lowest of the compared OMol25 structures with the same formula, charge and spin in eV: 2.131

***

# 3
Here is C28H36Br2NO8P3 as an isolated structure from OMol25. Energies are from wB97M-V/def2-TZVPD.

XYZ file:
```
78
C28H36Br2NO8P3 wB97M-V/def2-TZVPD
C 0.35 2.25 2.47
C 0.50 0.66 2.67
C 0.70 0.03 1.27
C -0.40 -0.74 0.69
C -0.29 -1.32 -0.67
C 0.92 -1.15 -1.45
C 0.98 -1.73 -2.91
Br 2.35 -3.13 -3.12
C 1.05 -0.54 -4.00
C -0.36 -0.15 -4.56
Br 2.30 -0.99 -5.49
C 2.07 -0.41 -0.83
C 3.42 -0.27 -1.65
C 4.38 -1.46 -1.19
C 5.64 -1.03 -0.33
C 5.66 -1.93 0.97
N 5.91 -3.37 0.59
C 1.97 0.19 0.53
P 3.49 1.12 1.10
C 3.21 2.90 0.46
C 3.63 1.32 2.95
C 3.89 -0.03 3.75
C -1.58 -2.06 -1.19
O -1.58 -3.14 -1.71
C -2.90 -1.27 -0.86
C -3.97 -1.05 -1.81
C -5.16 -0.28 -1.37
C -6.25 -0.04 -2.46
C -7.32 -1.19 -2.55
O -7.03 -2.22 -3.08
O -8.59 -0.90 -2.03
C -5.26 0.21 0.00
O -6.42 0.89 0.36
C -4.18 0.00 0.99
P -4.32 0.63 2.74
P -4.75 2.77 2.74
O -6.14 2.95 3.23
O -3.77 3.45 3.92
O -4.50 3.43 1.23
C -3.01 -0.73 0.51
C -1.76 -0.99 1.42
O -1.87 -1.41 2.55
H 0.61 2.82 3.40
H -0.75 2.43 2.31
H 0.85 2.62 1.55
H 1.26 0.39 3.44
H -0.49 0.36 3.12
H 0.00 -2.24 -3.13
H 1.50 0.36 -3.50
H -0.37 0.96 -4.72
H -0.59 -0.65 -5.53
H -1.19 -0.37 -3.83
H 3.87 0.75 -1.54
H 3.26 -0.42 -2.75
H 4.74 -1.99 -2.11
H 3.78 -2.23 -0.63
H 5.74 0.06 -0.14
H 6.55 -1.35 -0.93
H 4.61 -1.92 1.36
H 6.43 -1.63 1.73
H 6.20 -3.40 -0.40
H 4.99 -3.83 0.58
H 4.18 3.35 0.13
H 2.73 3.56 1.24
H 2.55 2.89 -0.44
H 4.53 1.97 3.14
H 2.77 1.84 3.46
H 4.62 0.23 4.57
H 2.98 -0.41 4.29
H 4.38 -0.83 3.15
H -3.86 -1.44 -2.85
H -5.70 0.01 -3.44
H -6.74 0.96 -2.35
H -8.55 -1.09 -1.08
H -6.36 1.83 0.10
H -3.05 0.52 3.41
H -2.87 3.48 3.52
H -3.61 3.12 0.96
```

Multiplicity: 1
HOMO level in eV: -8.60
Gap between HOMO and LUMO in Eh: 0.2704

***

# 4
Here is C5H7N3 as an isolated structure from OMol25. Energies are from wB97M-V/def2-TZVPD.

XYZ file:
```
15
C5H7N3 wB97M-V/def2-TZVPD
C -2.60 -0.21 0.02
C -1.97 1.21 0.01
C 0.10 -0.82 0.45
C 1.69 -0.97 -0.30
C 1.60 0.69 -0.13
H -2.60 2.33 -0.11
H -0.90 -1.66 0.22
H 0.22 -0.43 1.72
H 2.55 -1.71 0.08
H 1.48 -1.38 -1.61
H 2.14 1.56 -0.57
H 1.91 0.66 1.15
N -3.09 -1.22 -0.36
N -0.79 1.42 -0.14
N 0.26 0.52 -0.44
```

Multiplicity: 1
HOMO level in eV: -9.65
Gap between HOMO and LUMO in Eh: 0.3709
Energy above the lowest of the compared OMol25 structures with the same formula, charge and spin in eV: 9.524

***

# 5
Here is C16H32F3NNbO7S as an isolated structure from OMol25. Energies are from wB97M-V/def2-TZVPD.

XYZ file:
```
61
C16H32F3NNbO7S wB97M-V/def2-TZVPD
N 6.26 0.39 1.31
C 5.53 0.06 0.47
O 4.59 -0.46 -0.19
Nb 3.46 0.85 -1.38
C 2.56 2.39 -2.71
C 1.56 3.40 -2.13
C 1.96 4.26 -0.91
C 1.09 3.87 0.28
S 1.69 4.42 1.84
O 2.78 3.63 2.28
O 1.79 5.85 1.82
O 0.42 4.10 2.76
C 1.56 -0.45 -1.21
C 1.30 -0.99 0.18
O 0.89 0.02 1.09
C 0.28 -2.15 0.25
F 0.03 -2.73 -0.94
F -0.93 -1.77 0.76
F 0.73 -3.14 1.06
H 3.05 1.82 0.10
H 5.00 1.84 -1.48
H 4.08 0.01 -2.92
H 2.02 1.80 -3.45
H 3.31 2.94 -3.27
H 0.62 2.91 -1.90
H 1.32 4.10 -2.93
H 3.02 4.20 -0.67
H 1.74 5.30 -1.14
H 1.03 2.79 0.33
H 0.09 4.26 0.12
H 0.17 3.18 2.62
H 1.70 -1.25 -1.93
H 0.70 0.16 -1.51
H 2.22 -1.41 0.59
H 0.09 0.42 0.74
C -1.90 -6.30 2.52
C -2.07 -4.91 1.91
C -1.89 -5.20 0.43
O -2.39 -6.52 0.21
C -2.59 -7.17 1.47
H -2.34 -6.41 3.51
H -0.84 -6.56 2.58
H -3.08 -4.54 2.11
H -1.36 -4.18 2.28
H -0.83 -5.16 0.14
H -2.44 -4.50 -0.20
H -3.67 -7.25 1.66
H -2.18 -8.18 1.41
C -3.23 1.95 -1.64
C -3.91 1.02 -0.64
C -2.84 0.91 0.43
O -2.13 2.17 0.44
C -2.49 2.92 -0.73
H -3.93 2.46 -2.31
H -2.52 1.39 -2.26
H -4.81 1.49 -0.23
H -4.18 0.06 -1.05
H -2.14 0.11 0.19
H -3.24 0.73 1.43
H -3.14 3.75 -0.42
H -1.59 3.33 -1.18
```

Multiplicity: 1
Charge: -1
HOMO level in eV: -5.63
Gap between HOMO and LUMO in Eh: 0.2771
Energy above the lowest of the compared OMol25 structures with the same formula, charge and spin in eV: 0.000

***

# 6
Here is one molecule with the formula C14H15F5N2O2 from OMol25. Energies are from wB97M-V/def2-TZVPD.

XYZ file:
```
38
C14H15F5N2O2 wB97M-V/def2-TZVPD
O -0.21 -3.24 -0.60
C -0.37 -2.11 -0.18
N -1.51 -1.59 0.26
C -2.79 -2.26 0.13
C -3.75 -1.39 -0.67
C -4.08 -0.08 0.05
N -2.91 0.76 0.25
C -2.53 1.50 -0.95
C -1.24 2.27 -0.68
O -1.37 3.15 0.41
C -1.75 2.45 1.57
C -3.07 1.70 1.35
C 0.80 -1.13 -0.11
C 1.56 -0.99 1.05
F 1.19 -1.63 2.16
C 2.68 -0.17 1.08
F 3.39 -0.04 2.20
C 3.06 0.52 -0.07
F 4.14 1.30 -0.05
C 2.32 0.39 -1.23
F 2.67 1.07 -2.33
C 1.19 -0.43 -1.24
F 0.46 -0.52 -2.36
H -1.62 -0.60 0.48
H -3.19 -2.46 1.13
H -2.61 -3.22 -0.37
H -3.32 -1.19 -1.65
H -4.68 -1.94 -0.82
H -4.86 0.46 -0.51
H -4.49 -0.33 1.04
H -2.36 0.80 -1.77
H -3.32 2.21 -1.24
H -0.97 2.88 -1.54
H -0.42 1.55 -0.48
H -1.86 3.19 2.35
H -0.97 1.73 1.85
H -3.32 1.14 2.26
H -3.87 2.43 1.15
```

Multiplicity: 1
HOMO level in eV: -9.43
Gap between HOMO and LUMO in Eh: 0.3635
SMILES: O=C(NCCCN1CCOCC1)c1c(F)c(F)c(F)c(F)c1F

***

# 7
Here is a 2-piece molecular cluster, C5H10 overall from OMol25. Energies are from wB97M-V/def2-TZVPD.

XYZ file:
```
15
C5H10 wB97M-V/def2-TZVPD
C 0.64 0.37 1.17
C -0.68 0.33 1.53
C -1.48 -0.98 1.37
H 1.44 0.81 1.74
H 0.92 -0.46 0.54
H -1.11 1.20 2.07
H -1.67 -1.14 0.26
H -2.48 -0.98 1.81
H -0.96 -1.75 1.89
C 0.63 0.89 -2.05
C 1.05 -0.32 -2.08
H 0.03 1.15 -2.83
H 0.47 1.33 -1.07
H 0.66 -1.17 -2.75
H 1.75 -0.71 -1.27
```

Multiplicity: 1
HOMO level in eV: -9.23
Gap between HOMO and LUMO in Eh: 0.3821
SMILES: C=CC.C=C
Energy above the lowest of the compared OMol25 structures with the same formula, charge and spin in eV: 3.463

***

# 8
Here is one molecule with the formula C3H3NO2S from OMol25. Energies are from wB97M-V/def2-TZVPD.

XYZ file:
```
10
C3H3NO2S wB97M-V/def2-TZVPD
C 2.76 -0.02 -1.11
N 1.51 -0.31 -0.79
O 0.71 0.85 -0.49
C -0.32 0.37 0.06
S -1.75 1.16 0.73
C -0.24 -1.20 0.46
O -1.12 -2.10 0.31
H 3.17 1.13 -1.05
H 3.44 -1.00 -0.92
H 0.85 -1.34 0.78
```

Multiplicity: 1
HOMO level in eV: -8.87
Gap between HOMO and LUMO in Eh: 0.2918
SMILES: C=NOC(=S)C=O
Energy above the lowest of the compared OMol25 structures with the same formula, charge and spin in eV: 6.339

***

E_tot: -101141.618, -7823.517, -215439.098, -9759.864, -53467.246, -35423.167, -5343.803, -19574.437 (eV)